Model P:
Below is a cluster of 3 separate species, H4IO2 in total, with properties calculated with the ωB97M-V functional and the def2-TZVPD basis.

The value obtained for the LUMO energy is 3.75 eV. As for the total charge: -1. The value obtained for the frontier orbital gap is 7.38 eV. The HOMO energy comes out at -3.632 eV.

Positions of all 7 atoms, in Å:
1 I -4.400 -0.801 -31.149
2 O -6.276 1.632 -29.353
3 H -5.584 1.902 -28.742
4 H -5.930 1.450 -30.210
5 O -2.866 1.359 -29.104
6 H -2.932 0.986 -29.988
7 H -1.930 1.317 -29.101

Model Q:
Below is a cluster of 3 separate species, H4IO2 in total, with properties calculated with the ωB97M-V functional and the def2-TZVPD basis.

The value obtained for the LUMO energy is 3.68 eV. As for the total charge: -1. The value obtained for the frontier orbital gap is 7.52 eV. The HOMO energy comes out at -3.838 eV.

Positions of all 7 atoms, in Å:
1 I 1.108 -0.641 -0.974
2 O -2.262 -1.931 -1.250
3 H -2.813 -1.214 -1.575
4 H -1.423 -1.485 -0.986
5 O 1.429 1.900 1.619
6 H 1.772 1.204 1.019
7 H 2.190 2.166 2.146

Order from most stable to least stable according to the calculation: model Q, model P

Model P:
Below is an isolated molecule of C7H15NO, with properties calculated with the ωB97M-V functional and the def2-TZVPD basis.

The value obtained for the LUMO energy is 0.70 eV. Its SMILES is [H]/N=C\[C@H](C)C(C)(C)CO. The value obtained for the frontier orbital gap is 9.49 eV. The HOMO energy comes out at -8.789 eV.

Positions of all 24 atoms, in Å:
1 H -2.099 -0.408 -1.913
2 N -2.401 -1.197 -1.341
3 C -1.760 -1.359 -0.278
4 C -0.554 -0.453 0.611
5 C -1.341 0.505 1.490
6 C 0.440 0.093 -0.339
7 C -0.012 1.249 -1.217
8 C 1.153 -0.985 -1.142
9 C 1.626 0.796 0.782
10 O 2.555 -0.123 1.285
11 H -2.100 -2.221 0.310
12 H -0.099 -1.242 1.218
13 H -0.710 0.957 2.253
14 H -1.802 1.300 0.908
15 H -2.146 -0.026 1.999
16 H -0.726 0.935 -1.974
17 H 0.848 1.649 -1.755
18 H -0.449 2.059 -0.637
19 H 1.990 -0.546 -1.683
20 H 0.486 -1.477 -1.847
21 H 1.547 -1.756 -0.482
22 H 2.202 1.512 0.195
23 H 1.227 1.404 1.602
24 H 2.123 -0.665 1.955

Model Q:
Below is an isolated molecule of C7H15NO, with properties calculated with the ωB97M-V functional and the def2-TZVPD basis.

The value obtained for the LUMO energy is 0.73 eV. Its SMILES is CC(C)=C(O)NC(C)C. The value obtained for the frontier orbital gap is 8.29 eV. The HOMO energy comes out at -7.558 eV.

Positions of all 24 atoms, in Å:
1 C 0.984 -0.501 -2.761
2 C 0.701 -0.684 -1.297
3 C 0.054 -1.984 -0.920
4 C 1.134 0.206 -0.392
5 O 1.904 1.281 -0.796
6 N 0.777 0.193 0.958
7 C -0.622 0.164 1.342
8 C -0.749 0.559 2.810
9 C -1.511 1.096 0.392
10 H 1.374 0.496 -2.962
11 H 0.076 -0.664 -3.344
12 H 1.726 -1.218 -3.100
13 H 0.300 -2.264 0.100
14 H -1.031 -1.931 -1.018
15 H 0.406 -2.773 -1.583
16 H 1.758 2.030 -0.209
17 H 1.288 0.897 1.481
18 H -0.997 -0.853 1.202
19 H -0.162 -0.106 3.437
20 H -0.406 1.579 2.961
21 H -1.789 0.499 3.126
22 H -1.470 0.831 -0.661
23 H -1.200 2.135 0.518
24 H -2.544 1.011 0.717

Order from most stable to least stable according to the calculation: model Q, model P

Model P:
Below is a cluster of 2 separate species, C5H10O2 in total, with properties calculated with the ωB97M-V functional and the def2-TZVPD basis.

The value obtained for the LUMO energy is 0.83 eV. Its SMILES is C=CO[C@H](C)C=O.[H][H]. The value obtained for the frontier orbital gap is 9.98 eV. The HOMO energy comes out at -9.157 eV.

Positions of all 17 atoms, in Å:
1 C -1.042 -2.128 0.191
2 C -1.149 -1.140 -0.693
3 O -0.735 0.149 -0.574
4 C -0.132 0.525 0.638
5 C 0.002 2.045 0.625
6 C 1.257 -0.076 0.807
7 O 1.916 -0.534 -0.091
8 H -0.555 -2.030 1.156
9 H -1.438 -3.104 -0.063
10 H -1.620 -1.280 -1.662
11 H -0.754 0.207 1.490
12 H -0.987 2.505 0.548
13 H 0.600 2.349 -0.239
14 H 0.487 2.405 1.538
15 H 1.654 -0.016 1.845
16 H 1.218 0.119 -3.125
17 H 1.277 0.004 -2.391

Model Q:
Below is a structure of composition C5H10O2, with properties calculated with the ωB97M-V functional and the def2-TZVPD basis.

The value obtained for the LUMO energy is 1.01 eV. The value obtained for the frontier orbital gap is 10.79 eV. The HOMO energy comes out at -9.775 eV.

Positions of all 17 atoms, in Å:
1 C 1.445 -0.783 -0.457
2 C 1.322 -0.282 0.970
3 O 0.337 0.736 0.969
4 C -0.754 0.239 0.222
5 C -1.784 1.323 0.011
6 C -0.134 -0.248 -1.070
7 O -0.707 -1.364 -1.660
8 H 1.763 -1.862 -0.466
9 H 0.267 -1.555 -1.224
10 H 2.170 -0.258 -1.077
11 H 1.010 -1.100 1.640
12 H 2.245 0.150 1.354
13 H -1.205 -0.635 0.729
14 H -2.606 0.943 -0.605
15 H -2.186 1.661 0.969
16 H -1.328 2.179 -0.496
17 H 0.126 0.553 -1.768

Model R:
Below is an isolated molecule of C5H10O2, with properties calculated with the ωB97M-V functional and the def2-TZVPD basis.

The value obtained for the LUMO energy is 0.83 eV. Its SMILES is CC[C@@H](O)CC=O. The value obtained for the frontier orbital gap is 10.86 eV. The HOMO energy comes out at -10.023 eV.

Positions of all 17 atoms, in Å:
1 C -2.443 -0.507 -0.110
2 C -1.224 0.283 -0.639
3 C 0.105 -0.067 0.069
4 O 0.485 -1.322 -0.449
5 C 1.369 0.867 -0.042
6 C 2.514 0.280 0.777
7 O 2.655 -0.899 1.030
8 H -3.356 -0.190 -0.633
9 H -2.348 -1.588 -0.260
10 H -2.621 -0.335 0.959
11 H -1.115 0.050 -1.706
12 H -1.450 1.352 -0.558
13 H -0.116 -0.144 1.148
14 H 1.279 -1.576 0.054
15 H 1.285 1.920 0.266
16 H 1.713 0.891 -1.088
17 H 3.269 0.984 1.181

Model S:
Below is a cluster of 2 separate species, C5H10O2 in total, with properties calculated with the ωB97M-V functional and the def2-TZVPD basis.

The value obtained for the LUMO energy is 0.50 eV. Its SMILES is C=C/C(O)=C/C.O. The value obtained for the frontier orbital gap is 8.27 eV. The HOMO energy comes out at -7.767 eV.

Positions of all 17 atoms, in Å:
1 C 1.576 -0.803 -2.614
2 C 0.451 -0.376 -2.048
3 C 0.190 -0.081 -0.631
4 O -1.141 -0.241 -0.349
5 C 1.122 0.150 0.300
6 C 0.797 0.832 1.591
7 H 2.544 -0.895 -2.152
8 H 1.478 -1.090 -3.653
9 H -0.340 -0.031 -2.712
10 H -1.250 -0.257 0.612
11 H 2.150 -0.142 0.175
12 H -0.230 1.159 1.659
13 H 1.230 0.374 2.475
14 H 1.304 1.813 1.638
15 O -3.028 -0.026 1.635
16 H -3.422 0.510 2.337
17 H -3.432 -0.896 1.736

Order from most stable to least stable according to the calculation: model R, model S, model P, model Q

Model P:
Below is a cluster of 2 separate species, C5H10O2 in total, with properties calculated with the ωB97M-V functional and the def2-TZVPD basis.

The value obtained for the LUMO energy is 0.81 eV. Its SMILES is C=C1CCOC1.O. The value obtained for the frontier orbital gap is 10.48 eV. The HOMO energy comes out at -9.671 eV.

Positions of all 17 atoms, in Å:
1 C 1.520 -0.574 -1.023
2 C 0.273 -0.206 -0.735
3 C -0.213 1.164 -0.322
4 C -1.555 0.821 0.331
5 O -2.049 -0.275 -0.425
6 C -0.945 -1.114 -0.702
7 H 2.340 0.140 -1.009
8 H 1.764 -1.596 -1.306
9 H 0.477 1.668 0.359
10 H -0.366 1.791 -1.208
11 H -2.298 1.620 0.279
12 H -1.395 0.533 1.381
13 H -1.126 -1.621 -1.656
14 H -0.828 -1.881 0.081
15 O 1.187 -0.220 2.262
16 H 1.942 0.378 2.305
17 H 1.271 -0.630 1.389

Model Q:
Below is a cluster of 2 separate species, C5H10O2 in total, with properties calculated with the ωB97M-V functional and the def2-TZVPD basis.

The value obtained for the LUMO energy is 0.85 eV. Its SMILES is C=CC1COC1.O. The value obtained for the frontier orbital gap is 10.73 eV. The HOMO energy comes out at -9.876 eV.

Positions of all 17 atoms, in Å:
1 C -0.752 1.234 -1.425
2 C -0.586 -0.040 -1.100
3 C -0.760 -0.673 0.257
4 C 0.202 -1.825 0.604
5 O 0.593 -1.202 1.830
6 C -0.157 -0.021 1.525
7 H -0.522 1.592 -2.428
8 H -1.092 1.991 -0.715
9 H -0.249 -0.726 -1.884
10 H -1.803 -0.963 0.426
11 H 1.053 -1.938 -0.085
12 H -0.257 -2.807 0.769
13 H -0.864 0.225 2.325
14 H 0.508 0.834 1.353
15 O 2.148 1.729 -0.327
16 H 1.391 2.134 0.113
17 H 1.768 0.925 -0.704

Model R:
Below is a structure of composition C5H10O2, with properties calculated with the ωB97M-V functional and the def2-TZVPD basis.

The value obtained for the LUMO energy is 0.47 eV. The value obtained for the frontier orbital gap is 8.78 eV. The HOMO energy comes out at -8.310 eV.

Positions of all 17 atoms, in Å:
1 C 2.627 -0.586 -0.296
2 C 1.260 -0.761 0.331
3 O 0.299 -0.128 -0.526
4 C -0.977 -0.364 -0.207
5 C -1.530 1.356 0.941
6 C -1.968 -0.245 -1.257
7 O -3.100 0.206 -1.181
8 H 2.854 0.475 -0.435
9 H 3.398 -1.024 0.346
10 H 2.669 -1.078 -1.273
11 H 0.987 -1.815 0.448
12 H 1.214 -0.283 1.320
13 H -1.371 0.101 0.902
14 H -2.421 1.641 0.386
15 H -1.689 1.378 2.024
16 H -0.630 1.895 0.653
17 H -1.622 -0.768 -2.175

Model S:
Below is an isolated molecule of C5H10O2, with properties calculated with the ωB97M-V functional and the def2-TZVPD basis.

The value obtained for the LUMO energy is 1.00 eV. Its SMILES is CO[C@H]1CO[C@H]1C. The value obtained for the frontier orbital gap is 10.63 eV. The HOMO energy comes out at -9.628 eV.

Positions of all 17 atoms, in Å:
1 C -1.653 -0.266 -1.721
2 O -0.923 -0.574 -0.558
3 C 0.346 0.004 -0.552
4 C 0.512 1.449 -0.051
5 O 1.550 1.039 0.849
6 C 1.222 -0.355 0.658
7 C 0.494 -0.940 1.851
8 H -1.859 0.812 -1.804
9 H -1.113 -0.588 -2.626
10 H -2.600 -0.806 -1.662
11 H 0.856 -0.169 -1.511
12 H -0.379 1.813 0.480
13 H 0.857 2.207 -0.763
14 H 2.123 -0.936 0.425
15 H 0.135 -1.950 1.627
16 H 1.171 -0.985 2.710
17 H -0.368 -0.322 2.118

Order from most stable to least stable according to the calculation: model P, model S, model Q, model R

Model P:
Below is an isolated molecule of C5H10O2, with properties calculated with the ωB97M-V functional and the def2-TZVPD basis.

The value obtained for the LUMO energy is 1.10 eV. Its SMILES is C[C@@H]1OC[C@H](C)O1. The value obtained for the frontier orbital gap is 10.87 eV. The HOMO energy comes out at -9.770 eV.

Positions of all 17 atoms, in Å:
1 C -2.269 0.447 -0.124
2 C -1.234 -0.678 -0.205
3 O -0.755 -0.871 1.112
4 C 0.433 -0.113 1.163
5 C 1.036 -0.452 -0.187
6 C 2.154 0.434 -0.678
7 O -0.120 -0.308 -1.011
8 H -2.062 1.039 0.781
9 H -2.206 1.115 -0.982
10 H -3.283 0.057 -0.010
11 H -1.576 -1.665 -0.554
12 H 0.237 0.974 1.212
13 H 0.982 -0.436 2.043
14 H 1.349 -1.508 -0.167
15 H 2.530 0.087 -1.645
16 H 2.981 0.413 0.040
17 H 1.801 1.464 -0.788

Model Q:
Below is an isolated molecule of C5H10O2, with properties calculated with the ωB97M-V functional and the def2-TZVPD basis.

The value obtained for the LUMO energy is 0.81 eV. Its SMILES is C[C@@H]1[C@H](O)C[C@@H]1O. The value obtained for the frontier orbital gap is 10.56 eV. The HOMO energy comes out at -9.753 eV.

Positions of all 17 atoms, in Å:
1 C -1.816 -0.367 -0.160
2 C -0.565 0.110 0.552
3 C 0.404 1.103 -0.135
4 O 0.510 0.856 -1.537
5 C 1.567 0.367 0.554
6 C 0.643 -0.869 0.659
7 O 0.770 -1.738 -0.442
8 H -2.450 0.458 -0.512
9 H -2.425 -0.977 0.517
10 H -1.553 -1.002 -1.012
11 H -0.809 0.505 1.547
12 H 0.265 2.175 0.063
13 H -0.365 0.990 -1.929
14 H 1.801 0.798 1.532
15 H 2.486 0.248 -0.029
16 H 0.699 -1.491 1.557
17 H 0.839 -1.166 -1.225

Model R:
Below is an isolated molecule of C5H10O2, with properties calculated with the ωB97M-V functional and the def2-TZVPD basis.

The value obtained for the LUMO energy is 0.48 eV. The value obtained for the frontier orbital gap is 8.10 eV. The HOMO energy comes out at -7.625 eV.

Positions of all 17 atoms, in Å:
1 O 1.498 -0.645 0.428
2 C 2.715 -1.073 -0.643
3 C 0.185 -0.861 -0.145
4 C -0.564 0.440 -0.297
5 C -2.073 0.282 -0.544
6 O -2.394 0.842 0.736
7 C -1.016 1.091 1.025
8 H 1.589 0.265 0.751
9 H 3.451 -1.360 0.130
10 H 3.011 -0.042 -0.921
11 H -0.345 -1.548 0.522
12 H 0.383 -1.359 -1.096
13 H -0.047 1.104 -0.998
14 H -2.430 -0.751 -0.640
15 H -2.475 0.880 -1.371
16 H -0.800 2.161 1.122
17 H -0.688 0.575 1.940

Model S:
Below is a cluster of 2 separate species, C5H10O2 in total, with properties calculated with the ωB97M-V functional and the def2-TZVPD basis.

The value obtained for the LUMO energy is 0.72 eV. Its SMILES is C=C/C=C/CO.O. The value obtained for the frontier orbital gap is 9.68 eV. The HOMO energy comes out at -8.953 eV.

Positions of all 17 atoms, in Å:
1 C 0.962 -2.416 -1.018
2 C 0.853 -1.091 -1.111
3 C -0.308 -0.227 -0.867
4 C -0.088 1.039 -0.506
5 C -1.107 2.107 -0.162
6 O -2.441 1.634 -0.338
7 H 0.153 -3.031 -0.644
8 H 1.950 -2.846 -1.109
9 H 1.749 -0.546 -1.388
10 H -1.332 -0.571 -0.800
11 H 0.956 1.333 -0.437
12 H -0.855 2.920 -0.854
13 H -1.073 2.465 0.860
14 H -2.553 1.533 -1.284
15 O 0.803 -1.073 3.405
16 H 1.419 -0.432 3.773
17 H 0.912 -0.797 2.480

Order from most stable to least stable according to the calculation: model P, model Q, model S, model R

Model P:
Below is a structure of composition C5H10O2, with properties calculated with the ωB97M-V functional and the def2-TZVPD basis.

The value obtained for the LUMO energy is 0.87 eV. The value obtained for the frontier orbital gap is 9.48 eV. The HOMO energy comes out at -8.607 eV.

Positions of all 17 atoms, in Å:
1 C -2.087 -0.442 0.638
2 C -1.470 0.377 -0.466
3 O -1.307 1.685 -0.276
4 C 0.355 -0.367 -0.497
5 C 1.667 0.439 -0.659
6 C 1.985 -0.130 0.730
7 O 0.729 -0.832 0.788
8 H -3.124 -0.099 0.729
9 H -2.079 -1.515 0.423
10 H -1.568 -0.248 1.579
11 H -1.753 0.041 -1.482
12 H -0.282 0.836 -0.398
13 H 0.169 -1.159 -1.229
14 H 2.307 0.108 -1.479
15 H 1.551 1.528 -0.704
16 H 2.076 0.603 1.538
17 H 2.830 -0.826 0.767

Model Q:
Below is a cluster of 2 separate species, C5H10O2 in total, with properties calculated with the ωB97M-V functional and the def2-TZVPD basis.

The value obtained for the LUMO energy is 0.77 eV. Its SMILES is C/C=C/CC=O.O. The value obtained for the frontier orbital gap is 10.47 eV. The HOMO energy comes out at -9.703 eV.

Positions of all 17 atoms, in Å:
1 C 2.366 -0.502 -0.606
2 C 0.991 -0.922 -0.172
3 C 0.195 -0.189 0.610
4 C -1.171 -0.628 1.079
5 C -2.181 0.500 0.991
6 O -2.685 0.866 -0.043
7 H 2.498 -0.623 -1.687
8 H 2.559 0.547 -0.359
9 H 3.134 -1.114 -0.117
10 H 0.642 -1.898 -0.516
11 H 0.544 0.784 0.954
12 H -1.118 -0.971 2.120
13 H -1.527 -1.454 0.453
14 H -2.445 1.006 1.946
15 O -0.439 1.889 -1.648
16 H -0.002 1.032 -1.560
17 H -1.360 1.677 -1.447

Model R:
Below is an isolated molecule of C5H10O2, with properties calculated with the ωB97M-V functional and the def2-TZVPD basis.

The value obtained for the LUMO energy is 0.75 eV. Its SMILES is O=CCCCCO. The value obtained for the frontier orbital gap is 10.54 eV. The HOMO energy comes out at -9.789 eV.

Positions of all 17 atoms, in Å:
1 O -1.291 -2.471 0.538
2 C -0.389 -2.099 1.267
3 C -0.189 -0.601 1.387
4 C 0.905 -0.115 0.424
5 C 0.358 -0.019 -1.010
6 C -0.455 1.234 -1.217
7 O 0.467 2.386 -1.292
8 H -0.105 -2.742 2.117
9 H -1.123 -0.054 1.215
10 H 0.140 -0.334 2.382
11 H 1.411 0.789 0.764
12 H 1.737 -0.851 0.407
13 H 1.110 -0.112 -1.814
14 H -0.340 -0.832 -1.216
15 H -1.033 1.158 -2.116
16 H -1.072 1.550 -0.365
17 H -0.128 3.113 -1.470

Order from most stable to least stable according to the calculation: model Q, model R, model P